No. 1
# C12H29ClN3O6

A cluster of 4 separate species, C12H29ClN3O6 in total in a non-equilibrium geometry (ωB97M-V/def2-TZVPD, OMol25).

Charge = -1
Molar mass = 346.8 g/mol
Gap between HOMO and LUMO = 8.7 eV
LUMO = 2.87 eV

The geometry in XYZ format:
```
51
Properties=species:S:1:pos:R:3:nbo_charge:R:1
Cl -0.315 0.769 2.562 2.543
O -0.136 0.474 1.150 -0.898
O 0.249 -0.304 3.351 -0.886
O 0.343 2.008 2.879 -0.862
O -1.735 0.876 2.828 -0.882
C -0.068 4.687 -3.781 -0.619
C -0.009 3.255 -3.242 -0.210
N -1.264 2.811 -2.624 -0.455
C -1.120 1.435 -2.141 -0.233
C -2.454 0.745 -1.973 -0.611
C -1.780 3.706 -1.581 -0.220
C -0.945 3.745 -0.287 -0.648
H -0.888 4.743 -4.493 0.207
H 0.884 4.912 -4.264 0.205
H -0.179 5.408 -2.973 0.201
H 0.076 2.599 -4.117 0.185
H 0.887 3.077 -2.628 0.168
H -0.553 0.885 -2.897 0.186
H -0.559 1.382 -1.199 0.211
H -3.088 1.208 -1.219 0.205
H -3.012 0.858 -2.914 0.196
H -2.318 -0.323 -1.814 0.208
H -2.793 3.383 -1.340 0.190
H -1.832 4.708 -2.002 0.183
H 0.116 3.706 -0.538 0.203
H -1.208 2.951 0.408 0.240
H -1.121 4.690 0.235 0.202
C 3.745 -1.664 3.572 0.527
O 4.735 -1.482 4.261 -0.657
N 3.756 -2.282 2.367 -0.433
C 2.576 -2.401 1.543 -0.408
C 5.008 -2.676 1.769 -0.415
H 2.747 -1.380 3.922 0.144
H 2.601 -1.782 0.648 0.211
H 1.686 -2.201 2.134 0.239
H 2.481 -3.438 1.192 0.182
H 5.743 -2.831 2.554 0.230
H 4.866 -3.662 1.310 0.185
H 5.322 -1.967 1.003 0.190
C -0.821 -2.358 0.036 0.532
O 0.254 -2.619 -0.470 -0.651
N -1.622 -3.271 0.621 -0.437
C -2.903 -2.904 1.226 -0.401
C -1.220 -4.652 0.664 -0.416
H -1.233 -1.338 0.048 0.150
H -3.653 -3.649 0.964 0.184
H -3.173 -1.896 0.923 0.226
H -2.806 -2.897 2.317 0.199
H -1.371 -5.145 -0.303 0.191
H -0.147 -4.726 0.853 0.224
H -1.748 -5.174 1.457 0.195
```


No. 2
# C12H29F3MnN2O6S

A structure of composition C12H29F3MnN2O6S in a non-equilibrium geometry (ωB97M-V/def2-TZVPD, OMol25).

Spin multiplicity = 6
Molar mass = 441.4 g/mol
Gap between HOMO and LUMO (spin up / spin down) = 8.1 / 8.9 eV
LUMO (spin up / spin down) = 0.49 / 0.49 eV

The geometry in XYZ format:
```
54
Properties=species:S:1:pos:R:3:mulliken_spin:R:1
Mn 0.038 0.071 0.003 4.782
C 1.696 -1.599 3.727 0.005
C 0.587 -1.485 2.686 0.000
C -0.758 -1.186 3.379 0.011
O 0.879 -0.575 1.709 0.094
H 1.608 -0.778 4.443 0.001
H 2.670 -1.555 3.239 -0.001
H 1.636 -2.557 4.248 0.000
H 0.438 -2.515 2.259 0.001
H -1.005 -1.924 4.144 -0.001
H -1.559 -1.173 2.632 0.000
H -0.732 -0.180 3.811 0.000
C -0.665 1.063 -4.376 0.000
F -1.381 1.328 -5.459 0.000
F -0.042 -0.114 -4.574 0.000
F 0.280 1.999 -4.247 0.000
S -1.746 0.996 -2.914 0.000
O -2.375 2.282 -2.911 0.002
O -2.562 -0.159 -3.154 0.001
O -0.798 0.803 -1.805 -0.008
C 0.352 -4.044 -1.219 0.004
C 0.570 -2.584 -0.860 -0.013
C 1.391 -1.875 -1.923 -0.001
O 1.779 -0.592 -1.445 0.023
C 2.622 0.067 -2.370 0.006
N -0.707 -1.855 -0.620 0.035
H 1.281 -4.607 -1.271 0.000
H -0.183 -4.145 -2.170 0.001
H -0.298 -4.505 -0.470 0.000
H 1.174 -2.554 0.053 -0.011
H 0.791 -1.735 -2.835 -0.002
H 2.275 -2.477 -2.154 0.001
H 3.506 -0.545 -2.572 0.000
H 2.890 1.042 -1.979 0.000
H 2.109 0.200 -3.330 0.000
H -1.180 -2.380 0.117 0.000
H -1.294 -2.080 -1.428 0.010
C 0.504 4.038 1.901 0.004
C 0.124 2.619 1.559 -0.009
C -1.368 2.515 1.320 0.009
O -1.682 1.177 0.984 -0.004
C -3.039 0.940 0.624 0.013
N 0.872 2.102 0.363 0.040
H 0.062 4.399 2.826 0.001
H 0.198 4.697 1.075 0.000
H 1.589 4.162 1.928 -0.001
H 0.396 1.917 2.351 -0.003
H -1.682 3.167 0.492 -0.002
H -1.897 2.808 2.233 0.001
H -3.133 0.860 -0.460 0.000
H -3.671 1.749 0.991 0.001
H -3.344 -0.007 1.069 -0.001
H 0.963 2.854 -0.317 0.008
H 1.818 1.930 0.699 0.005
```


No. 3
# C12H29IN9O7PS

A cluster of 5 separate species, C12H29IN9O7PS in total in a non-equilibrium geometry (ωB97M-V/def2-TZVPD, OMol25).

SMILES = CC(=O)OC(=O)C[PH2](C[C@@H](C)I)N=C=S.NC(N)=O.NC(N)=O.NC(N)=O.NC(N)=O
Molar mass = 601.4 g/mol
Gap between HOMO and LUMO = 9.2 eV
LUMO = 0.19 eV

The geometry in XYZ format:
```
60
Properties=species:S:1:pos:R:3:nbo_charge:R:1
C 6.683 -0.821 1.321 -0.717
C 5.360 -1.073 0.711 0.818
O 4.629 -0.208 0.327 -0.569
O 5.069 -2.401 0.635 -0.542
C 3.892 -2.702 -0.044 0.812
O 3.767 -2.524 -1.215 -0.501
C 2.835 -3.279 0.830 -0.790
P 1.965 -1.881 1.699 1.116
C 0.478 -2.046 0.555 -0.818
C -0.624 -1.022 0.796 -0.216
C -0.137 0.390 1.032 -0.663
I -1.849 -0.933 -1.022 -0.013
N 3.446 -1.740 2.909 -0.743
C 3.198 -1.995 4.051 0.193
S 2.802 -2.263 5.551 -0.059
H 7.455 -0.886 0.569 0.244
H 6.888 -1.532 2.104 0.238
H 6.699 0.161 1.754 0.244
H 3.283 -3.951 1.546 0.272
H 2.139 -3.836 0.239 0.268
H 1.124 -2.071 2.817 -0.008
H 2.294 -0.599 1.253 0.049
H 0.744 -2.036 -0.491 0.237
H 0.059 -3.029 0.748 0.262
H -1.315 -1.303 1.573 0.212
H 0.707 0.608 0.399 0.233
H 0.203 0.550 2.045 0.226
H -0.876 1.135 0.799 0.220
C 1.564 3.596 0.043 0.774
O 1.871 2.734 0.848 -0.671
N 2.046 3.603 -1.236 -0.849
N 0.707 4.619 0.352 -0.852
H 1.805 4.297 -1.917 0.390
H 2.676 2.865 -1.491 0.412
H 0.337 4.640 1.282 0.408
H 0.441 5.335 -0.296 0.392
C -1.882 -5.578 1.892 0.778
O -0.939 -5.100 1.283 -0.682
N -3.172 -5.434 1.464 -0.846
N -1.722 -6.293 3.046 -0.845
H -3.962 -5.816 1.945 0.389
H -3.318 -4.914 0.619 0.412
H -0.786 -6.413 3.384 0.410
H -2.481 -6.693 3.560 0.389
C -4.507 2.927 -1.050 0.777
O -5.167 3.942 -1.240 -0.692
N -5.076 1.726 -0.737 -0.850
N -3.150 2.921 -1.145 -0.847
H -4.546 0.887 -0.583 0.398
H -6.075 1.697 -0.660 0.405
H -2.700 3.784 -1.391 0.414
H -2.593 2.102 -0.989 0.396
C -3.474 4.804 -4.800 0.774
O -2.724 5.557 -4.199 -0.679
N -4.506 4.155 -4.191 -0.856
N -3.325 4.548 -6.140 -0.855
H -5.121 3.524 -4.667 0.382
H -4.644 4.322 -3.205 0.434
H -2.573 5.010 -6.614 0.404
H -3.924 3.935 -6.657 0.384
```


No. 4
# C12H30B2BaF8O6

A structure of composition C12H30B2BaF8O6 in a non-equilibrium geometry (ωB97M-V/def2-TZVPD, OMol25).

Molar mass = 581.3 g/mol
Gap between HOMO and LUMO = 6.7 eV
LUMO = -3.33 eV

The geometry in XYZ format:
```
59
Properties=species:S:1:pos:R:3:nbo_charge:R:1
Ba 1.418 0.343 15.545 1.971
B -1.988 -1.156 19.177 1.343
F -0.728 -1.740 18.988 -0.599
F -2.896 -2.142 19.589 -0.560
F -1.708 -0.055 20.028 -0.582
F -2.432 -0.581 17.978 -0.596
B 4.960 2.630 12.680 1.298
F 5.745 3.448 11.999 -0.543
F 5.350 1.341 12.597 -0.569
F 5.010 3.060 13.993 -0.594
F 3.639 2.684 12.359 -0.586
C 1.938 -4.011 11.650 -0.258
O 1.083 -2.859 11.712 -0.546
C 0.134 -3.037 10.691 -0.091
C -0.695 -1.713 10.533 -0.083
O -1.274 -1.503 11.824 -0.572
C -2.660 -2.029 12.004 -0.271
H 2.573 -4.034 12.536 0.186
H 2.541 -4.034 10.743 0.183
H 1.361 -4.933 11.728 0.171
H -0.495 -3.841 11.074 0.169
H 0.499 -3.329 9.706 0.175
H -1.417 -1.751 9.717 0.185
H -0.059 -0.827 10.533 0.202
H -3.060 -1.827 12.998 0.199
H -2.753 -3.107 11.875 0.178
H -3.363 -1.515 11.349 0.179
C 4.281 -3.438 18.079 -0.250
O 4.595 -2.128 17.597 -0.582
C 5.810 -1.437 18.153 -0.088
C 5.586 -0.459 19.261 -0.094
O 4.371 0.340 18.964 -0.579
C 4.245 1.557 19.739 -0.271
H 3.346 -3.746 17.611 0.185
H 4.127 -3.444 19.158 0.183
H 5.003 -4.169 17.715 0.174
H 6.281 -0.912 17.322 0.198
H 6.522 -2.215 18.431 0.191
H 6.397 0.259 19.142 0.192
H 5.508 -0.878 20.264 0.186
H 4.246 2.467 19.139 0.181
H 4.871 1.687 20.622 0.191
H 3.217 1.476 20.093 0.190
C -2.057 4.924 15.082 -0.265
O -0.775 4.847 15.717 -0.528
C -0.114 6.093 15.425 -0.094
C -0.340 7.194 16.466 -0.093
O -0.121 6.493 17.758 -0.558
C -0.172 7.282 18.956 -0.249
H -2.396 3.888 15.058 0.184
H -2.105 5.255 14.045 0.169
H -2.804 5.579 15.530 0.180
H -0.436 6.408 14.432 0.175
H 0.967 6.041 15.294 0.196
H -1.316 7.678 16.425 0.169
H 0.382 8.003 16.350 0.178
H 0.037 6.587 19.770 0.198
H -1.047 7.916 19.105 0.174
H 0.728 7.877 18.807 0.166
```